[1]
{"formula": "C32H19F5O3PS2W", "method": "ωB97M-V/def2-TZVPD", "spin_multiplicity": 3, "total_charge": 1, "e_tot_ha": -3160.39465, "e_lumo_ha": [-0.1246, -0.2431], "homo_lumo_gap_ev": [7.430, 4.568], "e_above_lowest_kcal_mol": 12.75, "fmax_ev_per_a": 1.64, "elements": ["W", "F", "C", "C", "F", "C", "F", "C", "S", "C", "F", "C", "F", "O", "S", "O", "O", "C", "C", "C", "C", "C", "C", "P", "C", "C", "C", "C", "C", "C", "C", "C", "C", "C", "C", "C", "H", "H", "H", "H", "H", "H", "H", "H", "H", "H", "H", "H", "H", "H", "C", "C", "C", "C", "C", "C", "C", "C", "H", "H", "H", "H", "H"], "xyz": [[-2.235, 0.605, -1.807], [4.877, 3.001, -1.731], [3.605, 2.846, -2.006], [2.965, 1.667, -1.622], [3.660, 0.725, -1.006], [1.630, 1.508, -1.881], [1.036, 0.385, -1.515], [0.874, 2.512, -2.531], [-0.793, 2.488, -2.822], [1.578, 3.686, -2.932], [0.916, 4.650, -3.539], [2.913, 3.859, -2.670], [3.546, 4.967, -3.012], [-3.159, 2.182, -0.602], [-4.087, 1.217, 0.188], [-3.493, -0.144, -0.339], [-3.387, 0.777, -3.013], [-3.406, 1.369, 1.812], [-4.280, 1.786, 2.798], [-3.785, 2.124, 4.055], [-2.425, 2.068, 4.284], [-1.555, 1.645, 3.278], [-2.027, 1.264, 2.032], [-0.854, 0.626, 0.775], [-0.319, -0.985, 1.419], [0.464, -1.780, 0.582], [0.954, -2.999, 1.027], [0.655, -3.443, 2.305], [-0.134, -2.665, 3.141], [-0.616, -1.440, 2.704], [0.569, 1.739, 0.999], [0.406, 3.087, 0.674], [1.476, 3.962, 0.766], [2.722, 3.498, 1.175], [2.891, 2.159, 1.496], [1.818, 1.279, 1.407], [-5.338, 1.868, 2.582], [-4.463, 2.446, 4.834], [-2.024, 2.354, 5.247], [-0.492, 1.617, 3.483], [0.692, -1.453, -0.422], [1.559, -3.604, 0.364], [1.031, -4.398, 2.649], [-0.377, -3.011, 4.136], [-1.239, -0.859, 3.368], [-0.566, 3.456, 0.362], [1.336, 5.010, 0.529], [3.555, 4.186, 1.255], [3.856, 1.796, 1.825], [1.961, 0.236, 1.665], [-1.379, -1.122, -2.356], [-0.991, -2.273, -2.506], [-0.539, -3.617, -2.651], [-0.907, -4.586, -1.714], [-0.449, -5.885, -1.853], [0.373, -6.224, -2.920], [0.739, -5.265, -3.855], [0.287, -3.963, -3.726], [-1.550, -4.316, -0.887], [-0.739, -6.635, -1.130], [0.725, -7.242, -3.025], [1.375, -5.532, -4.688], [0.564, -3.210, -4.451]], "lowdin_charge": [1.31, 0.20, -0.10, -0.14, 0.16, -0.22, 0.06, -0.48, 0.91, -0.22, 0.13, -0.13, 0.17, -0.63, 0.97, -0.61, -0.39, -0.37, -0.06, -0.04, -0.04, -0.08, -0.33, 1.07, -0.35, -0.11, -0.06, -0.06, -0.06, -0.07, -0.37, -0.10, -0.07, -0.07, -0.07, -0.08, 0.12, 0.12, 0.12, 0.12, 0.08, 0.11, 0.11, 0.11, 0.10, 0.11, 0.12, 0.12, 0.12, 0.11, -0.21, -0.07, -0.25, -0.04, -0.07, -0.07, -0.07, -0.03, 0.12, 0.11, 0.11, 0.11, 0.12]}

=====

[2]
{"formula": "C7H7Cl3GaN3OS", "method": "ωB97M-V/def2-TZVPD", "spin_multiplicity": 1, "total_charge": 2, "e_tot_ha": -4213.40195, "e_lumo_ha": [-0.3107, -0.3516], "homo_lumo_gap_ev": [6.998, 5.111], "e_above_lowest_kcal_mol": 20.48, "fmax_ev_per_a": 0.42, "elements": ["Ga", "Cl", "C", "C", "C", "Cl", "C", "O", "C", "Cl", "C", "H", "H", "N", "N", "C", "N", "S", "H", "H", "H", "H", "H"], "xyz": [[1.525, -0.435, -0.003], [-3.888, -0.164, -4.598], [-2.685, 0.135, -3.465], [-2.225, -0.948, -2.668], [-1.275, -0.689, -1.737], [-0.614, -1.962, -0.757], [-0.730, 0.621, -1.531], [0.139, 0.846, -0.619], [-1.187, 1.674, -2.403], [-0.492, 3.208, -2.228], [-2.162, 1.429, -3.335], [-2.629, -1.939, -2.821], [-2.522, 2.222, -3.974], [0.681, 0.365, 1.884], [1.366, -0.053, 3.042], [2.464, -0.831, 2.958], [3.074, -1.174, 4.074], [3.091, -1.385, 1.463], [0.685, 1.389, 1.824], [-0.294, 0.053, 1.931], [1.015, 0.262, 3.941], [2.767, -0.864, 4.986], [3.897, -1.759, 4.037]], "lowdin_charge": [0.58, 0.88, -0.62, -0.07, -0.51, 0.83, -0.40, -0.17, -0.56, 0.86, -0.08, 0.13, 0.13, 0.02, -0.01, -0.74, 0.17, 0.79, 0.15, 0.14, 0.19, 0.15, 0.14]}

=====

[3]
{"formula": "C4H12NO2", "method": "ωB97M-V/def2-TZVPD", "spin_multiplicity": 1, "total_charge": -1, "e_tot_ha": -364.81915, "e_lumo_ha": 0.1475, "homo_lumo_gap_ev": 6.565, "e_above_lowest_kcal_mol": 22.81, "fmax_ev_per_a": 1.41, "elements": ["C", "C", "C", "C", "O", "N", "H", "H", "H", "H", "H", "H", "H", "H", "H", "H", "H", "H", "O"], "xyz": [[0.707, 1.031, 1.428], [0.496, 0.105, 0.241], [-0.379, -1.077, 0.608], [-1.962, -0.606, 0.705], [-2.215, 0.623, 0.267], [1.774, -0.217, -0.435], [-0.254, 1.314, 1.805], [1.262, 1.915, 1.101], [1.376, 0.565, 2.150], [-0.122, 0.651, -0.476], [-0.173, -1.533, 1.591], [-0.282, -1.881, -0.130], [-2.207, -0.769, 1.782], [-2.466, -1.393, 0.098], [1.525, -0.674, -1.298], [2.371, -0.852, 0.076], [-0.404, 0.861, -3.690], [0.445, 0.996, -2.432], [0.507, 0.941, -3.394]], "lowdin_charge": [-0.08, -0.50, -0.18, -0.52, -0.35, 0.01, 0.06, 0.06, 0.06, 0.10, 0.08, 0.08, 0.06, 0.06, 0.04, 0.05, 0.03, 0.01, -0.07]}

=====

[4]
{"formula": "C32H43NO5", "method": "ωB97M-V/def2-TZVPD", "spin_multiplicity": 1, "e_tot_ha": -1676.11671, "e_lumo_ha": 0.0148, "smiles": "CCCCCc1cc(=O)oc2c([C@H](CCN3CCC[C@@H](C)C3)c3ccc(OC)cc3)c(OC)cc(OC)c12", "homo_lumo_gap_ev": 7.942, "e_above_lowest_kcal_mol": 0.06, "fmax_ev_per_a": 1.00, "elements": ["C", "C", "C", "C", "C", "C", "C", "C", "O", "O", "C", "C", "C", "C", "C", "N", "C", "C", "C", "C", "C", "C", "C", "C", "C", "C", "O", "C", "C", "C", "C", "O", "C", "C", "C", "O", "C", "C", "H", "H", "H", "H", "H", "H", "H", "H", "H", "H", "H", "H", "H", "H", "H", "H", "H", "H", "H", "H", "H", "H", "H", "H", "H", "H", "H", "H", "H", "H", "H", "H", "H", "H", "H", "H", "H", "H", "H", "H", "H", "H", "H"], "xyz": [[2.175, -6.988, -6.361], [2.298, -6.097, -5.131], [1.651, -4.732, -5.352], [1.774, -3.835, -4.124], [1.113, -2.471, -4.357], [1.235, -1.609, -3.137], [2.240, -0.700, -3.097], [2.482, 0.156, -1.967], [3.364, 0.976, -1.868], [1.625, 0.011, -0.911], [0.599, -0.868, -0.902], [-0.180, -0.851, 0.263], [0.198, 0.149, 1.338], [-0.053, -0.315, 2.777], [0.711, 0.564, 3.769], [0.233, 1.933, 3.754], [-0.943, 2.122, 4.578], [-1.541, 3.504, 4.340], [-0.507, 4.582, 4.639], [0.744, 4.323, 3.802], [1.831, 5.354, 4.081], [1.251, 2.908, 4.085], [-0.480, 1.463, 1.022], [0.264, 2.542, 0.574], [-0.333, 3.753, 0.263], [-1.709, 3.898, 0.390], [-2.406, 5.045, 0.128], [-1.687, 6.184, -0.272], [-2.467, 2.807, 0.814], [-1.859, 1.608, 1.119], [-1.278, -1.709, 0.315], [-2.072, -1.661, 1.415], [-3.181, -2.519, 1.517], [-1.533, -2.580, -0.746], [-0.745, -2.607, -1.881], [-0.988, -3.460, -2.910], [-2.051, -4.377, -2.821], [0.356, -1.725, -1.996], [2.661, -6.525, -7.217], [1.129, -7.153, -6.610], [2.642, -7.954, -6.183], [3.354, -5.959, -4.887], [1.824, -6.587, -4.277], [2.124, -4.244, -6.207], [0.594, -4.869, -5.592], [1.304, -4.324, -3.269], [2.829, -3.683, -3.884], [0.068, -2.615, -4.623], [1.618, -1.976, -5.189], [2.916, -0.576, -3.928], [1.276, 0.309, 1.241], [0.293, -1.346, 2.886], [-1.114, -0.289, 3.007], [1.768, 0.565, 3.491], [0.636, 0.120, 4.779], [-1.678, 1.359, 4.317], [-0.698, 2.006, 5.654], [-1.848, 3.574, 3.296], [-2.423, 3.633, 4.972], [-0.915, 5.569, 4.414], [-0.245, 4.560, 5.700], [0.465, 4.364, 2.745], [2.141, 5.310, 5.124], [1.466, 6.358, 3.876], [2.703, 5.171, 3.457], [2.129, 2.711, 3.464], [1.559, 2.836, 5.147], [1.334, 2.447, 0.464], [0.285, 4.569, -0.078], [-0.965, 6.492, 0.492], [-2.428, 6.971, -0.404], [-1.163, 6.019, -1.220], [-3.536, 2.929, 0.897], [-2.465, 0.776, 1.441], [-3.911, -2.337, 0.721], [-2.883, -3.573, 1.508], [-3.638, -2.288, 2.478], [-2.376, -3.245, -0.681], [-1.932, -5.055, -1.971], [-3.020, -3.871, -2.756], [-2.011, -4.953, -3.745]], "lowdin_charge": [-0.12, -0.28, -0.23, -0.19, -0.15, -0.13, 0.06, -0.44, 0.11, 0.12, -0.10, -0.02, -0.19, -0.12, -0.18, -0.17, -0.19, -0.16, -0.17, -0.37, -0.07, -0.17, -0.18, -0.02, -0.02, -0.28, -0.09, -0.10, -0.01, -0.02, -0.19, -0.10, -0.07, 0.05, -0.19, -0.11, -0.06, -0.01, 0.07, 0.07, 0.07, 0.11, 0.11, 0.12, 0.11, 0.11, 0.12, 0.12, 0.12, 0.13, 0.14, 0.13, 0.09, 0.12, 0.12, 0.11, 0.13, 0.10, 0.11, 0.11, 0.12, 0.12, 0.08, 0.07, 0.07, 0.12, 0.13, 0.12, 0.11, 0.09, 0.09, 0.09, 0.12, 0.11, 0.10, 0.10, 0.10, 0.09, 0.10, 0.10, 0.10]}